Here is C31H42HgN3OP as an isolated structure at a distorted geometry from the OMol25 dataset. Energies are from the ωB97M-V functional and the def2-TZVPD basis.

For the lowest unoccupied orbital energy (spin up / spin down), the calculation gives 4.71 / 4.75 eV. The charge is -2.

Each line ends with the Mulliken charge.
Cartesian coordinates (Å):
H (1.4709, -3.4024, -1.1836)  0.32
C (3.4884, -1.1143, 1.5539)  -2.42
H (0.2012, 2.2243, 3.5226)  -0.10
H (-2.0470, -0.7854, -4.8308)  0.29
C (-0.8150, 4.2826, 0.0490)  -1.75
C (-1.3383, 2.9341, 0.4880)  0.66
C (-1.6981, -4.1147, -1.3294)  -1.70
H (3.8152, 2.0553, -1.9767)  0.25
H (3.3921, -1.8372, 0.7233)  0.19
C (3.7936, 2.2937, -0.9130)  -0.82
C (3.5784, 2.8406, 1.7524)  0.04
H (-1.5431, -4.9958, -0.7044)  0.20
C (4.8550, 2.8250, 1.1670)  -1.18
H (-3.3461, -0.2965, -3.7370)  0.39
H (-4.4600, -5.0563, -1.0322)  0.27
N (2.4596, 2.6025, 1.0633)  0.45
H (-0.9997, 3.5288, 3.5237)  0.38
H (4.2232, -1.5055, 2.2681)  0.82
H (5.7343, 3.0294, 1.7775)  0.49
H (1.0955, 0.4072, 4.3524)  0.61
C (4.9524, 2.5471, -0.1955)  -0.54
H (5.9168, 2.5261, -0.6953)  0.44
H (1.1424, -3.1908, 2.2024)  0.12
H (2.3355, 1.3254, 3.4393)  -0.47
H (1.8646, -2.8233, 3.7845)  0.75
H (0.8269, 2.8784, -1.4286)  0.71
C (2.5806, 2.3187, -0.2415)  0.01
C (-2.0977, 2.0000, -0.3093)  0.28
O (1.0149, -0.4708, 1.2720)  -2.86
N (0.1340, -1.0207, -2.2698)  0.77
C (-1.7326, 1.0410, 1.7935)  0.41
H (2.6075, 0.7668, -3.4576)  0.57
C (-0.6843, -3.1383, -1.3770)  1.33
H (-4.0823, -0.3704, 0.5716)  0.43
C (-3.0563, -2.8323, -2.8475)  -0.93
C (-2.0607, -1.8336, -2.9239)  1.01
C (-1.7497, 0.0671, 2.9438)  -0.95
H (-1.8350, -0.9747, 2.6152)  0.15
C (-2.5049, 2.1921, -1.7535)  -1.84
C (-2.8815, -3.9745, -2.0618)  1.03
C (-3.9444, -5.0479, -2.0026)  -1.50
H (-3.2749, -0.4311, -1.0080)  0.22
H (-1.6633, 2.2503, -2.4635)  0.07
P (1.9005, -0.8690, 2.3785)  3.75
Hg (-0.0398, 1.0026, 0.3005)  4.32
H (1.1879, -1.5426, -4.0015)  0.52
H (-4.7000, -4.9036, -2.7812)  0.35
C (-3.1095, -0.4094, 0.0718)  -1.43
H (-3.1549, 1.3762, -2.0686)  0.51
H (0.5047, -4.1849, 0.0878)  0.37
H (-3.5090, -6.0427, -2.1422)  0.33
C (1.2140, -2.4237, 2.9951)  -2.37
C (-0.3008, 2.9676, 2.8966)  -0.70
H (-2.6285, 0.3082, 3.5501)  0.42
H (-1.6764, 0.2355, -3.4438)  -0.06
H (3.4636, 3.0531, 2.8187)  0.46
C (1.3651, 2.0266, -1.0235)  -1.43
C (0.2661, -0.0064, -1.4348)  -0.75
H (-3.0665, 3.1273, -1.8209)  0.50
H (3.8810, -0.1760, 1.1316)  0.11
C (-2.3486, 0.8283, 0.4994)  0.71
C (-1.0998, 2.3349, 1.7820)  0.08
H (-0.8767, 4.4066, -1.0350)  0.44
H (0.7333, -2.4237, 0.0876)  -0.43
C (1.7908, 0.2963, -2.9676)  -0.68
N (1.2540, 0.8251, -1.7968)  0.74
H (-3.9817, -2.7000, -3.4129)  0.13
C (-2.2891, -0.6112, -3.7718)  -1.52
C (0.5687, -3.2963, -0.5608)  -0.77
H (0.2201, 4.4655, 0.3609)  0.33
H (-0.8629, 0.1536, 3.5790)  0.02
H (-2.6149, -1.3515, 0.3463)  0.15
H (-1.4624, 5.0326, 0.5168)  0.34
H (2.7917, -0.0532, 4.4645)  0.41
H (0.2030, -2.2892, 3.4215)  0.03
C (-0.8893, -2.0155, -2.1846)  -0.40
C (1.1110, -0.8250, -3.2394)  -1.01
C (2.0247, 0.3085, 3.7565)  -2.29
H (0.4628, 3.6549, 2.5192)  0.21

Here is a 4-piece molecular cluster, C3H11O5 overall at a distorted geometry from the OMol25 dataset. Energies are from the ωB97M-V functional and the def2-TZVPD basis.

For the lowest unoccupied orbital energy, the calculation gives 2.86 eV. The charge is -1.

Each line ends with the Mulliken charge.
Cartesian coordinates (Å):
C (-0.9196, -1.0092, 1.7322)  -0.68
H (-0.6127, -0.5600, 2.7315)  0.27
H (0.5482, 1.8898, -5.1385)  0.27
H (1.1780, 1.6783, -1.0703)  0.37
O (1.7847, -0.0422, -0.5611)  -0.79
H (-1.5199, -1.8784, 2.2200)  -0.04
C (0.7529, -0.0540, 0.1695)  0.45
H (0.2784, 0.8996, -1.9112)  0.29
C (0.1957, -1.4294, 0.7424)  -0.27
H (-1.7118, -0.4071, 1.3779)  0.33
O (0.5287, 1.8648, -1.8169)  -0.65
H (-3.0055, -3.5874, 4.8394)  0.31
H (-2.9679, -2.9577, 3.5336)  0.31
H (0.9901, -2.1012, 1.0480)  0.31
H (-0.3860, -1.8691, -0.2216)  0.10
O (0.3569, 1.0096, 0.7147)  -0.68
O (-3.1024, -2.7175, 4.4006)  -0.62
H (1.5406, 2.4586, -4.2605)  0.35
O (1.1189, 2.5591, -5.1139)  -0.62

Here is C12H17ClINOPRe as an isolated structure at a distorted geometry from the OMol25 dataset. Energies are from the ωB97M-V functional and the def2-TZVPD basis.

For the lowest unoccupied orbital energy (spin up / spin down), the calculation gives -12.84 / -13.89 eV. Its expectation value of S² is 3.828. The multiplicity is 4. The charge is +3.

Each line ends with the Mulliken spin population.
Cartesian coordinates (Å):
Cl (3.0559, -2.1360, 1.2103)  0.03
H (-1.5264, 5.3526, 1.6137)  0.00
C (-0.6491, 4.7532, 1.8662)  0.00
I (-4.1743, 1.3462, -1.3746)  0.96
H (-2.5735, 0.6252, -3.2751)  -0.01
Re (1.0954, -1.3189, 0.2041)  1.84
C (-1.1595, -3.5263, -1.3793)  0.02
H (1.8514, -4.6778, 0.6083)  0.00
H (-2.2924, 2.3355, -2.7095)  0.05
C (1.0799, 1.6140, 0.8964)  0.05
H (0.1002, 6.1739, 3.3024)  0.00
H (-1.4582, -2.7984, -2.1382)  0.00
C (-0.4448, 3.5208, 1.2449)  0.02
C (-0.7541, -0.8930, -0.0238)  -0.04
P (0.5925, -3.2051, -0.9094)  -0.07
O (-1.9100, -0.6593, -0.0142)  0.02
C (0.2900, 5.2108, 2.8116)  0.06
C (-2.5081, 1.2944, -2.4123)  -0.05
C (1.3714, -3.1997, -2.5561)  0.02
H (2.1766, 4.8332, 3.8802)  0.00
H (0.8332, -2.4690, -3.1889)  0.00
H (-1.7751, -3.3494, -0.4751)  0.00
H (0.1154, -4.6510, 0.9923)  0.00
H (-1.7265, 0.9582, -1.7352)  0.03
C (0.7455, 2.8012, 1.5213)  0.01
H (-1.2659, -4.5357, -1.7298)  0.00
H (-1.1820, 3.0912, 0.5665)  0.00
N (1.2213, 0.5039, 0.5276)  0.00
H (2.5044, 2.6365, 2.7724)  0.00
C (1.4492, 4.4843, 3.1408)  -0.01
C (0.8453, -4.7004, 0.1676)  0.02
H (0.6917, -5.6358, -0.3892)  0.00
H (2.4068, -2.8698, -2.4808)  0.00
C (1.6522, 3.2668, 2.5089)  0.03
H (1.3217, -4.1763, -3.0441)  0.01

Here is a 3-piece molecular cluster, C7H13ClN2O3 overall at a distorted geometry from the OMol25 dataset. Energies are from the ωB97M-V functional and the def2-TZVPD basis.

For the lowest unoccupied orbital energy, the calculation gives 0.71 eV. The charge is 0.

Each line ends with the Mulliken charge.
Cartesian coordinates (Å):
C (1.0561, -1.2207, 0.1449)  1.24
H (-1.3099, -0.1166, -2.4954)  0.29
C (-0.4888, 2.7302, 0.8893)  -0.67
O (-0.8201, -2.6395, 0.0142)  -0.42
C (-2.5760, -0.3974, 0.3930)  0.73
H (2.7679, -1.3324, -1.0391)  0.31
H (1.7635, 0.6287, 0.3664)  0.33
H (0.4290, 3.2069, 1.1480)  0.27
C (-0.8735, 0.9377, -0.7176)  0.77
Cl (-6.2605, -0.3505, -0.2803)  -0.28
H (1.6703, -2.7575, -1.2649)  0.39
H (1.4485, -0.2132, 2.0111)  0.31
C (-0.5673, 0.4683, -1.9484)  -1.01
H (0.2741, 0.9516, -2.4863)  0.34
N (-0.0436, -1.6432, 0.6745)  -0.50
N (-1.9585, 0.5458, -0.0074)  -0.36
O (-0.1480, 2.0409, -0.2728)  -0.39
H (-5.3143, -0.7666, 0.5134)  0.27
C (1.7401, -0.2429, 0.9831)  -1.65
H (-1.4845, -2.7811, 0.6520)  0.36
H (-1.3979, 3.2951, 0.7334)  0.30
C (1.7077, -1.6939, -1.1147)  -1.13
H (1.2708, -1.3438, -2.1177)  0.24
H (2.7200, -0.5828, 0.9302)  0.55
H (-0.7307, 1.9321, 1.6395)  0.27
O (-3.3039, -1.2129, 0.7997)  -0.57

Among the records above, which one has the highest charge? C12H17ClINOPRe

Among the records above, which one has the highest charge? C12H17ClINOPRe

What is the charge in the first record? -2